Record 1
A molecular structure, C22H23N6O3PtS4Se in a non-equilibrium geometry, computed with the ωB97M-V functional and the def2-TZVPD basis.

Last column: Mulliken charge in e.
Geometry (Å):
Pt: 0.09077 1.21230 0.56292  1.3405
S: -0.29248 2.92382 2.10609  -0.4046
C: -0.40086 1.52498 3.12479  0.4126
N: -0.33158 0.42408 2.39972  0.7121
C: -0.23692 -0.73780 3.15571  -0.5549
C: -0.09993 -2.03296 2.67216  -0.3267
C: -0.02485 -3.05185 3.60196  -0.8699
C: -0.09322 -2.78511 4.97424  -0.5613
C: -0.23502 -1.49548 5.45260  -0.5121
C: -0.29997 -0.46413 4.52398  0.8982
S: -0.43796 1.26678 4.81726  -0.1762
H: -0.05793 -2.22532 1.60610  0.5323
H: 0.08486 -4.07254 3.26324  0.4598
H: -0.03233 -3.60380 5.67709  0.4048
H: -0.28818 -1.29739 6.51340  0.4271
N: 4.14569 -1.05706 -5.95542  -0.4651
C: 3.24449 -1.16580 -4.94423  1.2502
C: 2.22226 -0.21284 -4.79823  -0.8494
C: 1.30512 -0.32537 -3.78131  -0.2819
C: 1.39091 -1.39390 -2.88922  -0.4049
C: 2.39961 -2.34468 -3.01641  -0.2916
C: 3.31534 -2.23544 -4.03869  -0.8494
S: 0.23808 -1.52666 -1.60739  1.3770
O: -1.03487 -0.99554 -1.99162  -0.7187
O: 0.36096 -2.81347 -0.99112  -0.7284
N: 0.75641 -0.41909 -0.44336  -0.5291
C: 1.96303 -0.41343 0.18570  0.5251
N: 2.98515 -1.25643 0.11561  -0.3795
C: 3.96101 -1.02861 0.97850  -0.2591
C: 3.95903 0.00274 1.94062  -0.8677
C: 2.89833 0.87596 1.92806  0.0972
N: 1.94531 0.68634 1.02015  -0.3236
H: 4.10443 -0.29246 -6.60335  0.1881
H: 4.88240 -1.72857 -6.06506  0.1868
H: 2.14791 0.60450 -5.50363  0.3302
H: 0.50531 0.39587 -3.69056  0.2502
H: 2.44639 -3.16580 -2.31608  0.4822
H: 4.09112 -2.98093 -4.15296  0.3006
H: 4.80229 -1.70934 0.92258  0.4538
H: 4.76453 0.12051 2.64700  0.4210
H: 2.80092 1.72202 2.59609  0.5267
C: -2.89896 4.18950 -0.01510  -1.1188
C: -3.65064 2.91294 -0.34310  -0.4387
S: -3.13537 1.52025 0.65905  0.3527
O: -1.81755 1.04092 -0.01646  -0.4369
C: -4.25837 0.25701 0.04257  -0.4297
C: -5.44517 0.09194 0.98215  -1.1139
H: -3.22370 4.97404 -0.69579  0.3722
H: -1.82525 4.05707 -0.15390  0.1567
H: -3.08386 4.51832 1.00728  0.3400
H: -3.47283 2.59436 -1.37536  0.2581
H: -4.72569 3.00180 -0.16723  0.5248
H: -3.64019 -0.63776 -0.02536  0.3303
H: -4.55192 0.54536 -0.96586  0.3883
H: -5.13334 -0.29082 1.95226  0.3081
H: -6.14934 -0.61284 0.54418  0.3921
H: -5.97510 1.03170 1.14012  0.3153
Se: -1.01223 2.93865 -3.53414  -0.1617
C: -0.24954 2.54386 -2.03165  0.4375
N: 0.30354 2.39562 -1.00057  -0.6990

## Properties
E   -150198.0934 eV
LUMO energy   -3.5700 eV
Relative energy (zero: lowest compared OMol25 entry of this formula, charge and spin)   0.0595 eV
Orbital gap   6.731 eV
E_HOMO   -10.301 eV
Charge   +1

---

Record 2
A molecular structure, C22H24As2Br4O10STl in a non-equilibrium geometry, computed with the ωB97M-V functional and the def2-TZVPD basis.

Last column: Mulliken charge in e.
Geometry (Å):
Tl: -0.85731 0.81413 -3.17051  0.7587
Br: 2.41411 -5.81079 -3.49933  0.0061
C: 2.02688 -3.98802 -3.70118  -0.1845
C: 2.96669 -3.11505 -4.27119  0.2165
Br: 4.67342 -3.82485 -4.71274  -0.0408
C: 2.71549 -1.71180 -4.37622  -0.2168
Br: 4.07512 -0.63202 -5.04216  0.0133
C: 1.45726 -1.14973 -4.07675  0.9352
O: 1.11971 0.04962 -4.37059  -0.7510
C: 0.42970 -2.08500 -3.47466  0.7331
O: -0.68200 -1.60149 -3.02762  -0.6621
C: 0.79567 -3.44498 -3.28690  -0.0674
Br: -0.32349 -4.59631 -2.25767  -0.0291
C: -4.27631 1.50782 -4.67031  -0.8752
S: -3.04292 0.45509 -5.42498  -0.0654
C: -3.49600 -1.21798 -4.89324  -0.3549
H: -4.23416 1.45295 -3.58177  0.2960
H: -5.24066 1.19733 -4.97070  0.3548
H: -4.10410 2.48711 -5.09008  0.3329
H: -3.43183 -1.94523 -5.73409  0.2840
H: -4.48217 -1.24464 -4.50807  0.3382
H: -2.69936 -1.52688 -4.19269  -0.0970
C: 3.11614 -2.05719 -0.67169  -0.7658
O: 1.86084 -1.31194 -0.32664  -0.0063
C: 2.13917 -0.00121 0.00661  -0.0821
O: 3.06805 0.71145 -0.40520  -0.6294
C: 1.07272 0.56115 0.89774  0.9963
C: 1.15404 1.91263 1.23053  0.1848
As: 1.54982 2.26402 3.11268  0.1241
C: 3.12673 0.98460 3.16836  -0.9861
C: 0.07468 1.12738 3.67037  0.2159
C: -0.94943 0.90653 2.82184  0.1655
As: -0.73967 -0.14904 1.19741  0.4779
C: -0.33807 -1.91163 1.94047  -1.0461
C: -2.37948 1.16582 3.11268  0.3797
O: -3.28144 0.45429 2.65655  -0.6596
O: -2.56849 2.32450 3.87854  -0.2871
C: -3.97252 2.44368 4.20897  -0.7610
C: 0.03010 0.71616 5.09493  0.3192
O: 0.81646 1.11577 5.97199  -0.6187
O: -0.96856 -0.23773 5.32265  -0.1822
C: -1.15927 -0.59491 6.70803  -0.7610
C: 1.33706 3.04984 0.31153  0.0778
O: 1.90938 4.07493 0.75196  -0.6341
O: 0.73338 2.87022 -0.95897  -0.1354
C: 1.31943 3.70346 -2.00391  -0.7825
H: 2.83198 -3.09427 -0.96986  0.1794
H: 3.82492 -2.08013 0.17725  0.3981
H: 3.62675 -1.53888 -1.49757  0.3282
H: 3.71416 1.19932 2.25595  0.2976
H: 2.70284 -0.04216 3.18226  0.2253
H: 3.65841 1.21252 4.10534  0.4413
H: 0.65005 -1.95998 2.47898  0.2482
H: -0.22179 -2.64524 1.11826  0.3023
H: -1.19876 -2.25506 2.56609  0.4236
H: -4.16021 3.49022 4.34435  0.2657
H: -4.16052 1.85864 5.11697  0.2661
H: -4.57980 2.04449 3.40311  0.3750
H: -1.82382 -1.47489 6.66441  0.2314
H: -1.77106 0.21896 7.14310  0.3176
H: -0.20224 -0.76951 7.21263  0.3088
H: 1.86736 3.00334 -2.68375  0.2073
H: 1.98637 4.39755 -1.50218  0.4197
H: 0.50054 4.24304 -2.47935  0.2356

## Properties
E   -461040.6972 eV
LUMO energy (spin up / spin down)   -6.6630 / -6.6304 eV
Relative energy (zero: lowest compared OMol25 entry of this formula, charge and spin)   0.3236 eV
Orbital gap (spin up / spin down)   3.700 / 3.726 eV
E_HOMO (spin up / spin down)   -10.363 / -10.356 eV
Charge   +1

---

Record 3
A gas-phase ion, C22H24BrN2O6P2 (charge +1) in a non-equilibrium geometry, computed with the ωB97M-V functional and the def2-TZVPD basis.

Last column: Mulliken charge in e.
Geometry (Å):
C: 1.99561 -3.58400 2.07855  0.0240
C: 1.73487 -2.77134 1.23858  -1.3564
C: 1.50828 -1.67071 0.35368  0.8109
C: 2.30360 -1.65062 -0.76817  0.1842
P: 3.49363 -3.01011 -1.05474  -0.1720
P: 5.22866 -2.50086 0.16470  0.9606
O: 5.26733 -3.38638 1.32581  -0.5870
O: 6.58098 -2.62558 -0.68305  -0.4911
O: 5.11984 -0.95838 0.62164  -0.4987
C: 2.16461 -0.59927 -1.69304  -1.0309
C: 1.31475 0.44742 -1.55691  0.9191
C: 1.37330 1.41058 -2.71859  -2.0007
C: 0.07257 1.46122 -3.58996  0.2328
C: 0.34114 1.05293 -5.04518  -1.5383
C: 0.48309 0.49491 -0.36536  0.6568
C: -0.39160 1.56087 -0.08365  1.0324
C: -0.61471 2.81922 -0.85126  -1.6578
C: -1.95172 2.76873 -1.61327  0.4539
O: -2.71384 1.86604 -1.52123  -0.4292
Br: -2.31017 4.31146 -2.73178  -0.0871
N: -1.15693 1.49489 1.03004  0.4275
C: -2.08680 2.55973 1.40802  -0.9354
C: -1.77211 3.35804 2.44103  -0.6785
C: -1.12878 0.44607 1.90640  0.1029
O: -1.89533 0.45547 2.99835  -0.4850
C: -3.31416 0.17682 2.84135  -0.5993
C: -3.75347 -0.96620 1.92094  -0.2255
C: -4.29249 -2.13266 2.78140  -1.5367
C: -0.25959 -0.58251 1.69585  0.7155
O: -0.22541 -1.56886 2.67130  -0.5264
C: -0.91904 -2.62895 2.35790  0.2342
N: -1.41366 -3.60165 2.01793  -0.4004
C: 0.58901 -0.60257 0.55695  0.3622
H: 2.38687 -4.27221 2.79135  0.4771
H: 3.90697 -2.85759 -2.39993  0.0872
H: 6.81253 -1.80279 -1.13571  0.3339
H: 5.81021 -0.75387 1.26906  0.3301
H: 2.80612 -0.65488 -2.56157  0.3328
H: 2.14432 1.09402 -3.41826  0.6234
H: 1.70133 2.40945 -2.42105  0.5753
H: -0.74345 0.89805 -3.13985  0.3987
H: -0.20613 2.51491 -3.62922  -0.0917
H: -0.61439 0.78418 -5.49904  0.3936
H: 0.99425 0.18418 -5.12911  0.3634
H: 0.73770 1.89819 -5.60474  0.3733
H: 0.14306 3.11102 -1.56610  0.5260
H: -0.71250 3.70191 -0.21345  0.5078
H: -2.98555 2.68373 0.81665  0.5754
H: -2.52831 3.56414 3.19056  0.3082
H: -0.75424 3.73284 2.51240  0.2664
H: -3.69884 -0.01463 3.84008  0.5570
H: -3.81682 1.09655 2.52523  0.2935
H: -4.61721 -0.61133 1.35336  0.3922
H: -3.02268 -1.31774 1.19332  0.3449
H: -5.20060 -1.85168 3.31180  0.4044
H: -4.37315 -3.06209 2.22460  0.3716
H: -3.54093 -2.31811 3.55537  0.3750

## Properties
E   -127078.4205 eV
LUMO energy   -4.7912 eV
Orbital gap   6.896 eV
E_HOMO   -11.687 eV
Charge   +1